Entry from OMol25: a molecular structure, C18H49BF2GeN5O4OsP (ωB97M-V/def2-TZVPD).

Values from the calculation:
E = -109464.483 eV
E_HOMO (spin up / spin down) = -18.014 / -18.045 eV
2S+1 = 6
energy above the lowest of the compared OMol25 structures with the same formula, charge and spin = 0.0 kcal/mol
net charge = +3
molecular weight = 742.24 g mol⁻¹

Geometry (Å):
Os: 0.18 -0.38 -0.68
C: -3.47 -2.35 1.84
C: -2.44 -1.25 2.01
C: -2.80 0.00 1.24
C: -2.17 -0.97 3.48
O: -1.17 -1.76 1.36
Ge: -0.94 -3.33 0.17
O: -0.74 -2.02 -1.35
C: -1.51 -2.33 -2.63
C: -1.03 -3.68 -3.11
C: -2.98 -2.33 -2.27
C: -1.17 -1.23 -3.61
O: 0.81 -2.54 0.75
C: 2.11 -3.35 0.75
C: 2.27 -3.79 -0.69
C: 1.96 -4.55 1.67
C: 3.19 -2.40 1.21
H: -4.42 -2.03 2.29
H: -3.17 -3.27 2.34
H: -3.68 -2.55 0.79
H: -3.73 0.42 1.61
H: -2.94 -0.22 0.18
H: -2.02 0.76 1.35
H: -3.07 -0.53 3.91
H: -1.35 -0.25 3.60
H: -1.93 -1.87 4.03
H: -1.30 -4.49 -2.43
H: 0.05 -3.68 -3.27
H: -1.51 -3.91 -4.07
H: -3.23 -3.10 -1.54
H: -3.57 -2.55 -3.17
H: -3.31 -1.36 -1.89
H: -0.12 -1.26 -3.88
H: -1.44 -0.24 -3.22
H: -1.75 -1.38 -4.53
H: 1.48 -4.47 -1.00
H: 3.21 -4.33 -0.80
H: 2.30 -2.94 -1.37
H: 1.09 -5.15 1.40
H: 1.87 -4.26 2.71
H: 2.84 -5.18 1.56
H: 4.15 -2.92 1.18
H: 3.03 -2.06 2.23
H: 3.26 -1.53 0.55
N: 2.21 -0.20 -1.93
N: 1.32 0.73 -2.57
H: 3.08 0.23 -1.61
H: 2.43 -0.97 -2.56
H: 1.37 0.67 -3.59
H: 1.52 1.68 -2.26
F: 0.77 -0.57 2.09
B: 0.23 -1.83 2.00
F: 0.28 -2.58 3.11
C: 1.41 4.72 -1.61
N: 1.63 3.46 -0.88
C: 3.06 3.13 -0.69
P: 0.55 2.91 0.23
O: 0.62 1.34 0.12
N: -0.96 3.35 -0.15
C: -1.64 4.46 0.54
C: -1.65 2.89 -1.35
N: 0.97 3.30 1.73
C: 1.73 4.52 2.05
C: 0.36 2.64 2.89
H: 1.82 4.63 -2.62
H: 1.90 5.55 -1.11
H: 0.35 4.93 -1.69
H: 3.53 2.97 -1.66
H: 3.17 2.25 -0.06
H: 3.59 3.95 -0.20
H: -1.08 4.77 1.42
H: -2.63 4.13 0.85
H: -1.75 5.32 -0.13
H: -1.09 2.09 -1.84
H: -1.76 3.70 -2.08
H: -2.64 2.52 -1.09
H: 2.07 5.02 1.15
H: 2.59 4.26 2.66
H: 1.10 5.22 2.61
H: -0.15 1.73 2.58
H: -0.35 3.31 3.38
H: 1.14 2.37 3.59



Entry from OMol25: 4 unconnected molecules or ions with the total composition C18H49O13P4 (ωB97M-V/def2-TZVPD).

Values from the calculation:
E = -83227.684 eV
E_HOMO = -10.927 eV
2S+1 = 1
net charge = +1
molecular weight = 597.47 g mol⁻¹

Geometry (Å):
C: -0.91 2.77 2.33
C: -0.28 3.40 1.08
C: -1.29 4.20 0.20
C: -1.06 5.72 0.26
C: -1.36 6.28 1.66
C: -2.72 7.02 1.79
C: -3.92 6.32 1.14
C: -4.96 5.75 2.14
C: -4.66 4.24 2.39
P: -5.15 3.23 1.01
O: -6.73 3.36 0.88
H: -0.09 2.56 3.02
H: -1.59 3.44 2.87
H: -1.45 1.86 2.11
H: 0.06 2.58 0.46
H: 0.57 4.03 1.34
H: -1.18 3.86 -0.83
H: -2.28 3.93 0.58
H: -0.06 5.97 -0.09
H: -1.77 6.18 -0.44
H: -0.60 7.03 1.88
H: -1.26 5.54 2.46
H: -2.93 7.08 2.86
H: -2.60 8.05 1.47
H: -3.65 5.52 0.45
H: -4.45 7.06 0.54
H: -5.93 5.78 1.63
H: -4.99 6.29 3.08
H: -5.14 3.86 3.29
H: -3.58 4.15 2.53
H: -4.61 3.74 -0.17
H: -4.72 1.90 1.12
H: -7.08 2.54 0.49
C: 1.62 -3.28 -2.60
O: 1.56 -2.18 -1.67
P: 1.35 -0.68 -2.29
O: 2.49 -0.52 -3.23
O: 1.54 0.02 -0.86
C: 2.85 0.02 -0.30
O: 0.29 0.48 -2.74
C: -0.24 0.37 -4.08
H: 1.36 -4.19 -2.06
H: 0.92 -3.15 -3.42
H: 2.63 -3.38 -2.99
H: 3.63 -0.07 -1.06
H: 2.94 -0.80 0.41
H: 2.99 0.96 0.23
H: -0.46 -0.66 -4.35
H: 0.47 0.79 -4.79
H: -1.17 0.94 -4.11
C: 0.64 1.12 7.09
O: 0.54 0.37 5.87
P: 1.48 -0.98 5.75
O: 2.85 -0.46 5.95
O: 1.06 -1.22 4.23
C: 1.56 -0.32 3.24
O: 1.61 -2.58 6.00
C: 2.02 -3.00 7.31
H: -0.27 1.70 7.20
H: 0.76 0.48 7.96
H: 1.49 1.80 7.03
H: 2.48 0.16 3.56
H: 0.81 0.43 3.03
H: 1.76 -0.89 2.33
H: 1.57 -2.40 8.09
H: 3.11 -2.94 7.39
H: 1.71 -4.04 7.44
C: 2.13 -9.87 -6.29
O: 2.24 -8.73 -5.42
P: 2.36 -7.25 -6.13
O: 3.57 -7.46 -6.98
O: 2.61 -6.52 -4.73
C: 3.83 -6.79 -4.04
O: 1.78 -5.86 -6.78
C: 1.37 -5.91 -8.16
H: 1.66 -10.68 -5.72
H: 1.52 -9.66 -7.16
H: 3.12 -10.18 -6.60
H: 4.62 -7.12 -4.71
H: 3.66 -7.55 -3.28
H: 4.14 -5.87 -3.55
H: 0.87 -6.85 -8.40
H: 2.25 -5.80 -8.80
H: 0.69 -5.09 -8.33



Entry from OMol25: 6 unconnected molecules or ions with the total composition C18H51BNO26P5 (ωB97M-V/def2-TZVPD).

Values from the calculation:
E = -121348.459 eV
E_HOMO = -10.172 eV
SMILES = O=C(O)CNC(=O)OB(O)O.COP(=O)(OC)OC.COP(=O)(OC)OC.COP(=O)(OC)OC.COP(=O)(OC)OC.COP(=O)(OC)OC
2S+1 = 1
net charge = 0
molecular weight = 863.27 g mol⁻¹

Geometry (Å):
O: 0.55 -1.39 -3.01
C: 1.45 -0.59 -3.08
O: 1.67 0.16 -4.18
C: 2.38 -0.39 -1.91
N: 3.10 0.89 -1.96
C: 3.09 1.57 -0.72
O: 2.93 1.09 0.36
O: 3.31 2.92 -0.86
B: 4.67 3.21 -0.64
O: 5.08 3.84 0.51
O: 5.59 2.81 -1.59
H: 1.41 -0.39 -4.93
H: 3.10 -1.21 -1.99
H: 1.79 -0.52 -1.01
H: 4.07 0.71 -2.17
H: 4.88 4.78 0.54
H: 6.21 2.19 -1.20
C: 1.33 4.72 -2.67
O: 1.81 5.99 -3.15
P: 2.41 6.05 -4.63
O: 3.77 5.49 -4.62
O: 2.38 7.65 -4.79
C: 2.21 8.58 -3.72
O: 1.69 5.77 -6.01
C: 2.48 5.22 -7.08
H: 0.95 4.87 -1.67
H: 0.53 4.34 -3.30
H: 2.15 4.00 -2.64
H: 3.09 8.60 -3.09
H: 1.33 8.35 -3.13
H: 2.08 9.56 -4.18
H: 2.83 4.22 -6.84
H: 3.32 5.87 -7.30
H: 1.81 5.17 -7.94
C: -0.05 -4.32 -3.93
O: 0.81 -4.96 -4.91
P: 1.97 -5.90 -4.35
O: 3.07 -5.06 -3.84
O: 2.32 -6.62 -5.75
C: 1.91 -6.17 -7.03
O: 1.85 -7.24 -3.53
C: 2.88 -7.56 -2.58
H: -0.78 -3.74 -4.48
H: -0.57 -5.07 -3.33
H: 0.54 -3.66 -3.30
H: 2.43 -5.26 -7.31
H: 0.83 -6.01 -7.07
H: 2.17 -6.96 -7.74
H: 2.89 -6.84 -1.77
H: 3.84 -7.60 -3.08
H: 2.65 -8.54 -2.17
C: 0.65 2.39 1.68
O: -0.65 2.32 2.31
P: -0.70 2.14 3.89
O: -0.38 0.75 4.25
O: -2.25 2.52 4.08
C: -3.21 2.57 3.03
O: -0.19 3.14 5.02
C: 0.29 2.58 6.25
H: 0.49 2.54 0.62
H: 1.22 3.24 2.07
H: 1.21 1.48 1.85
H: -3.44 1.57 2.67
H: -2.88 3.20 2.21
H: -4.12 3.00 3.45
H: 1.19 2.00 6.09
H: -0.48 1.97 6.71
H: 0.52 3.43 6.89
C: -0.94 -9.08 2.04
O: 0.29 -8.47 2.47
P: 1.70 -9.10 1.96
O: 1.92 -10.28 2.81
O: 2.56 -7.81 2.44
C: 2.07 -6.72 3.22
O: 2.77 -9.28 0.74
C: 3.70 -10.35 0.89
H: -1.75 -8.51 2.46
H: -1.02 -9.07 0.95
H: -0.98 -10.11 2.40
H: 1.87 -7.05 4.24
H: 1.17 -6.29 2.78
H: 2.85 -5.97 3.23
H: 3.21 -11.32 0.87
H: 4.26 -10.23 1.82
H: 4.38 -10.28 0.04
C: -9.67 6.23 6.21
O: -9.32 5.42 5.07
P: -7.77 5.29 4.70
O: -7.33 6.53 4.03
O: -7.92 4.04 3.70
C: -9.15 3.58 3.14
O: -6.60 4.64 5.54
C: -5.28 5.19 5.39
H: -10.75 6.18 6.33
H: -9.20 5.86 7.12
H: -9.37 7.27 6.04
H: -9.52 4.29 2.41
H: -9.90 3.40 3.91
H: -8.92 2.63 2.65
H: -5.22 6.21 5.76
H: -4.97 5.14 4.35
H: -4.61 4.57 5.99